Entry 1:
This record from the Open Molecules 2025 dataset describes a structure of composition C10H22AsLuN5OS4 in a non-equilibrium geometry. The level of theory is ωB97M-V/def2-TZVPD.

The geometry in XYZ format:
```
44
Properties=species:S:1:pos:R:3:forces:R:3
Lu 2.08621 -0.40812 -1.92342 3.27 0.48 -0.78
S 5.31981 2.82538 -0.29552 1.99 2.24 6.03
As 4.69601 2.20178 -1.95312 -2.16 -3.45 -7.11
S 4.74041 -0.35062 -1.92342 -0.66 2.06 -0.39
S 2.14371 2.24608 -1.92342 0.88 -0.29 -0.86
S 5.66031 3.16578 -3.78282 -1.32 -1.13 1.63
C 1.45181 1.08938 3.50648 -0.21 0.55 0.08
N 1.41191 0.10268 2.44738 0.52 -0.99 0.30
C 2.24021 -1.09552 2.61257 -0.36 0.29 -0.61
C 2.58601 -1.40762 1.15348 2.48 -2.30 -0.16
O 3.22471 -2.38472 0.78668 -1.34 1.58 0.78
N 2.08621 -0.40812 0.33598 1.15 0.23 0.66
C 1.45921 0.41358 1.12018 -0.54 2.12 1.16
N 0.85361 1.54418 0.71238 -0.98 -0.86 0.29
H 1.36591 0.60368 4.48418 -0.03 -0.08 -0.31
H 0.61931 1.79458 3.41868 0.18 -0.09 -0.02
H 2.39171 1.65068 3.48088 -0.06 0.03 0.01
H 1.66541 -1.91362 3.05248 0.24 0.02 0.08
H 3.16021 -0.89252 3.16848 -0.12 -0.06 0.01
H 0.79681 1.58658 -0.30072 0.58 0.74 -0.47
H -0.05379 1.68868 1.13678 0.19 0.28 0.36
C -3.59129 -0.40592 0.97238 -0.29 0.09 0.28
C -3.27119 -1.40182 -0.13092 0.42 -0.01 0.32
N -2.38959 -0.81332 -1.14932 0.34 -0.73 0.01
C -3.07149 -0.15952 -2.27172 0.45 0.32 -0.07
C -3.04049 1.35558 -2.13882 -0.03 0.36 -0.15
C -1.00569 -0.87632 -1.05332 -0.52 -0.42 0.30
C -0.34999 -1.55712 0.13688 -1.19 -0.51 -0.31
N -0.17519 -0.40812 -1.92342 -1.70 0.48 -0.73
H -4.17139 -0.89332 1.76258 0.05 0.07 -0.04
H -4.18619 0.42898 0.59138 0.07 -0.08 0.03
H -2.68479 0.00868 1.42288 -0.06 -0.10 -0.08
H -4.20769 -1.74662 -0.58562 0.29 0.16 -0.20
H -2.82099 -2.30072 0.30288 0.13 0.21 -0.15
H -4.11689 -0.48352 -2.33682 0.31 -0.21 0.29
H -2.61269 -0.46502 -3.21932 0.05 -0.01 0.10
H -3.56099 1.68678 -1.23582 0.04 -0.09 -0.09
H -3.53509 1.81788 -2.99902 0.08 -0.01 0.09
H -2.01759 1.74018 -2.09092 -0.09 -0.05 -0.03
H -0.59129 -2.62362 0.12868 -0.10 0.08 0.07
H -0.69379 -1.10732 1.07058 -0.11 -0.16 0.08
H 0.73861 -1.45342 0.08838 -1.57 -0.66 -0.48
H -0.63609 0.02388 -2.73212 0.17 -0.03 0.32
H 2.08621 -2.41822 -1.92342 -0.47 -0.08 -0.23
```
Forces are in eV/Å.

- Gap between HOMO and LUMO: 5.3 eV
- Charge: -1
- Max |F|: 8.2 eV/A

---

Entry 2:
This record from the Open Molecules 2025 dataset describes an isolated molecule of BrFHOPS in a non-equilibrium geometry. The level of theory is ωB97M-V/def2-TZVPD.

The geometry in XYZ format:
```
6
Properties=species:S:1:pos:R:3:forces:R:3
O -0.83697 -1.01284 -0.12441 -1.15 -0.75 -3.14
P 0.27383 0.00813 0.28491 1.42 1.60 0.35
F 1.01857 0.39461 -1.04860 -0.12 -0.80 -0.30
S 1.54204 -0.33179 1.68362 -1.16 -0.20 -0.61
Br -0.80002 1.93006 0.32598 -0.26 -0.02 0.42
H -1.19745 -0.98817 -1.12150 1.27 0.18 3.27
```
Forces are in eV/Å.

- Gap between HOMO and LUMO: 9.7 eV
- SMILES: O[P@](F)(=S)Br
- Max |F|: 3.5 eV/A

---

Entry 3:
This record from the Open Molecules 2025 dataset describes a structure of composition C9H16N3SeZr in a non-equilibrium geometry. The level of theory is ωB97M-V/def2-TZVPD.

The geometry in XYZ format:
```
30
Properties=species:S:1:pos:R:3:forces:R:3
C -1.27694 0.15223 -4.36901 -0.79 0.26 -1.11
Zr 0.41795 0.78639 -3.16560 0.29 -1.00 0.13
N 1.39244 -1.26149 -3.90758 -0.15 -0.02 0.11
H -0.31045 1.48335 -1.78307 -0.47 0.69 0.73
H 1.66492 1.62673 -2.10734 1.16 0.87 0.29
H -1.95093 1.02748 -4.30462 -0.04 -0.06 -0.20
H -1.91114 -0.72493 -4.25098 0.03 -0.01 -0.05
H -0.86066 0.12898 -5.39803 -0.31 0.15 -0.07
H 0.95479 -2.02435 -3.36702 0.40 0.35 -0.44
H 2.41233 -1.36869 -3.87908 -0.47 -0.11 -0.16
H 1.04112 -1.29976 -4.87548 0.45 -0.35 0.51
C 1.58547 -1.34863 0.77052 0.15 -0.17 0.06
N 0.30191 -0.74871 1.13156 -0.24 0.71 -1.03
C -0.68416 -0.43926 0.24226 0.06 0.05 2.21
Se -0.73210 -0.93749 -1.54717 -0.55 -1.09 0.15
N -1.65887 0.19680 0.95944 0.57 -0.09 -0.98
C -1.21076 0.46819 2.25516 -0.06 0.29 -0.32
C -1.69959 1.31017 3.24443 -0.01 -0.17 0.43
C -0.88831 1.50440 4.36789 -0.29 -0.10 -0.30
C 0.38010 0.90877 4.46697 0.23 -0.49 -0.46
C 0.87270 0.08583 3.44419 -0.31 0.07 0.46
C 0.03419 -0.12423 2.35825 0.48 -0.08 -0.27
H 2.31319 -0.58689 0.44202 -0.40 -0.21 0.14
H 1.43001 -2.08302 -0.03452 0.03 0.33 0.41
H 1.97035 -1.85459 1.66289 -0.05 0.05 -0.31
H -2.50609 0.54356 0.52128 0.27 -0.08 0.17
H -2.68150 1.75805 3.12148 0.20 0.10 0.23
H -1.23391 2.12732 5.19317 0.04 -0.12 -0.33
H 0.98633 1.08905 5.35313 -0.13 -0.03 -0.25
H 1.84760 -0.39526 3.45484 -0.12 0.28 0.28
```
Forces are in eV/Å.

- Gap between HOMO and LUMO: 7.2 eV
- Charge: +1
- Max |F|: 2.2 eV/A

---

Entry 4:
This record from the Open Molecules 2025 dataset describes an isolated molecule of CH2O2S in a non-equilibrium geometry. The level of theory is ωB97M-V/def2-TZVPD.

The geometry in XYZ format:
```
6
Properties=species:S:1:pos:R:3:forces:R:3
C -0.42854 -0.42943 0.31444 -0.07 -0.06 0.04
O 1.85317 0.62854 -0.63733 0.39 0.08 -0.61
O -0.70569 0.55328 -0.73549 -1.21 -1.28 -1.78
S 0.61361 1.03900 -0.03002 0.88 -0.80 1.97
H -1.22975 -0.25098 1.04308 0.59 -0.79 0.09
H -0.10279 -1.54042 0.04532 -0.58 2.85 0.28
```
Forces are in eV/Å.

- Gap between HOMO and LUMO: 10.7 eV
- Max |F|: 2.9 eV/A

---

Entry 5:
This record from the Open Molecules 2025 dataset describes a cluster of 2 separate species, C5H10N3 in total in a non-equilibrium geometry. The level of theory is ωB97M-V/def2-TZVPD.

The geometry in XYZ format:
```
18
Properties=species:S:1:pos:R:3:forces:R:3
C -0.17822 -2.19644 0.08407 -1.08 2.56 -2.44
C 0.62248 -1.22255 0.83359 -1.64 -0.10 -1.62
C -1.28760 1.84308 -0.85538 -1.60 1.92 1.19
C -1.07678 -1.84936 -0.92648 1.31 -4.01 1.16
C 1.79364 0.93678 1.07731 -0.93 -1.40 1.41
N -0.86891 1.00316 -1.58656 1.59 -2.02 -1.93
N -1.57749 2.65059 -0.01784 -0.54 0.37 1.23
N 0.86176 -0.03425 0.46432 -0.86 1.13 -0.18
H 0.34365 -3.10509 0.20866 -0.21 -1.49 -0.35
H 1.10543 -1.60125 1.64006 1.74 -0.98 2.50
H -1.40418 -2.64828 -1.71634 0.57 1.61 1.78
H -1.57397 -0.91882 -0.91382 -0.25 0.73 -0.21
H 1.51843 1.08493 2.12188 -0.39 0.29 -0.09
H 2.68824 0.38265 1.16156 1.50 -0.03 -0.31
H 1.87262 1.87810 0.58621 -0.07 0.30 -0.72
H -0.73770 0.80742 -2.57771 -0.47 0.69 0.61
H -2.32291 2.75166 0.70136 0.91 -0.28 -1.34
H 0.22152 0.23768 -0.28488 0.43 0.70 -0.69
```
Forces are in eV/Å.

- Gap between HOMO and LUMO: 9.3 eV
- Charge: +1
- Max |F|: 4.4 eV/A

---

Entry 6:
This record from the Open Molecules 2025 dataset describes a cluster of 2 separate species, C3H7OS in total in a non-equilibrium geometry. The level of theory is ωB97M-V/def2-TZVPD.

The geometry in XYZ format:
```
12
Properties=species:S:1:pos:R:3:forces:R:3
C 0.31261 0.28294 2.27777 -0.16 -1.00 -1.36
S -1.04391 1.18328 1.37437 -0.25 -0.49 0.78
H 1.14996 0.63109 1.67306 0.52 -0.74 0.04
H 0.56935 0.66693 3.27633 -0.63 -0.59 0.06
H 0.18390 -0.90333 2.16981 0.49 2.56 0.69
C 0.22263 0.35508 -2.21637 4.06 -1.20 -0.60
C -0.18505 -0.57586 -1.33456 -0.91 -0.58 0.44
O -1.50517 -0.86459 -1.01002 0.97 -0.26 -1.72
H 1.40622 0.56782 -2.14970 -2.60 -0.78 -0.19
H -0.08072 0.50326 -3.26555 -1.02 0.69 1.13
H 0.43557 -1.27713 -0.70953 0.24 1.72 -0.36
H -1.46538 -0.56950 -0.08560 -0.71 0.66 1.10
```
Forces are in eV/Å.

- Gap between HOMO and LUMO: 6.6 eV
- Charge: -1
- Max |F|: 4.3 eV/A

---

Entry 7:
This record from the Open Molecules 2025 dataset describes the ion C4H5N2O5S2 with charge -1. The level of theory is ωB97M-V/def2-TZVPD.

The geometry in XYZ format:
```
18
Properties=species:S:1:pos:R:3:forces:R:3
O -0.71469 2.21929 2.40861 0.06 0.00 0.05
S -1.14128 2.52175 1.05490 0.12 -0.04 0.03
O -0.06483 2.55753 0.08339 -0.02 -0.03 -0.03
O -2.12314 3.56826 0.93224 -0.09 0.02 0.09
O -2.02420 1.17674 0.63558 -0.12 0.13 -0.29
C -1.31485 0.10150 0.07924 0.00 -0.20 0.10
C -0.54455 -0.70596 1.13497 -0.38 -0.24 -0.03
S 1.23355 -0.41290 1.28120 0.08 0.25 -0.03
C 1.70862 -0.84400 -0.32878 -0.12 -0.14 0.08
N 2.71494 -0.42083 -1.01294 0.11 0.05 0.12
N 2.70068 -1.13020 -2.21239 0.14 0.02 -0.16
C 1.68267 -1.89735 -2.16083 -0.09 -0.10 0.06
O 0.99913 -1.79967 -0.99882 -0.10 0.00 -0.08
H -0.67091 0.43091 -0.73865 0.08 0.10 0.07
H -2.07539 -0.56256 -0.34273 -0.02 0.05 0.02
H -0.96498 -0.44719 2.10769 0.19 0.08 0.04
H -0.71610 -1.77228 0.98240 0.14 0.00 -0.02
H 1.31532 -2.58304 -2.90507 0.03 0.03 -0.01
```
Forces are in eV/Å.

- Gap between HOMO and LUMO: 8.4 eV
- Charge: -1
- SMILES: O=S(=O)([O-])OCCSc1nnco1
- Max |F|: 0.4 eV/A

---

Entry 8:
This record from the Open Molecules 2025 dataset describes an isolated molecule of C4H5NO2. The level of theory is ωB97M-V/def2-TZVPD.

The geometry in XYZ format:
```
12
Properties=species:S:1:pos:R:3:forces:R:3
C -1.54116 -0.39154 -0.75599 -0.06 0.00 -0.05
C -0.23787 0.06664 -0.18778 0.04 0.28 0.01
C 0.20889 1.30489 0.04697 -0.30 -0.04 0.02
O 1.43744 1.26458 0.67162 0.06 -0.04 0.28
C 1.75019 -0.04512 0.91847 0.21 -0.15 0.15
O 2.69310 -0.41005 1.57274 -0.26 0.07 -0.49
N 0.75608 -0.78346 0.31251 0.10 -0.02 0.04
H -1.52646 -0.40497 -1.85079 0.00 -0.06 0.16
H -1.80702 -1.39303 -0.40217 0.11 0.16 -0.03
H -2.33473 0.29004 -0.43129 0.14 -0.13 -0.14
H -0.24013 2.27945 -0.07123 0.09 -0.20 -0.09
H 0.84167 -1.77742 0.17693 -0.13 0.12 0.14
```
Forces are in eV/Å.

- Gap between HOMO and LUMO: 9.3 eV
- SMILES: Cc1coc(=O)[nH]1
- Max |F|: 0.6 eV/A